[1]
Below is one molecule with the formula C6H11NO2, with properties calculated with ωB97M-V with the def2-TZVPD basis set.

Each atom is followed by the atoms it is bonded to, with distances in Å.
Atoms and positions in Å:
1 C -2.00 1.53 0.62  C2 1.505, H10 1.092, H11 1.094, H12 1.093
2 C -1.42 0.18 0.91  C1 1.505, O3 1.232, C4 1.513
3 O -2.12 -0.83 0.98  C2 1.232
4 C 0.08 0.07 1.07  C2 1.513, C5 1.528, H13 1.097, H14 1.096
5 C 0.83 0.23 -0.26  C4 1.528, C6 1.527, C7 1.522, H15 1.098
6 C 2.29 -0.19 -0.11  C5 1.527, H16 1.096, H17 1.095, H18 1.096
7 C 0.18 -0.53 -1.41  C5 1.522, N8 1.361, O9 1.227
8 N -0.05 -1.86 -1.23  C7 1.361, H19 1.013, H20 1.013
9 O -0.08 0.02 -2.48  C7 1.227
10 H -1.74 1.84 -0.40  C1 1.092
11 H -3.09 1.49 0.71  C1 1.094
12 H -1.62 2.26 1.34  C1 1.093
13 H 0.30 -0.90 1.52  C4 1.097
14 H 0.41 0.83 1.79  C4 1.096
15 H 0.81 1.29 -0.54  C5 1.098
16 H 2.38 -1.25 0.18  C6 1.096
17 H 2.80 0.41 0.65  C6 1.095
18 H 2.83 -0.07 -1.06  C6 1.096
19 H -0.24 -2.22 -0.30  N8 1.013
20 H -0.57 -2.30 -1.98  N8 1.013

Computed properties:
Energy relative to the best compared isomer or geometry (same formula, charge and spin) (kcal/mol): 2.2
F_max (eV/Å): 1.6
SMILES string: CC(=O)C[C@@H](C)C(N)=O
Energy (a.u.): -440.48369


[2]
Below is a 2-piece molecular cluster, C4H10O2 overall, with properties calculated with ωB97M-V with the def2-TZVPD basis set.

Each atom is followed by the atoms it is bonded to, with distances in Å.
Atoms and positions in Å:
1 C 0.94 1.29 0.33  C2 1.325, H5 1.078, H6 1.080
2 C 0.37 0.45 1.18  C1 1.325, C3 1.505, O4 1.375
3 C 1.15 -0.33 2.20  C2 1.505, H7 1.085, H8 1.094, H9 1.097
4 O -0.99 0.22 1.25  C2 1.375, H10 0.950
5 H 2.01 1.42 0.40  C1 1.078
6 H 0.40 1.85 -0.42  C1 1.080
7 H 2.21 -0.10 2.14  C3 1.085
8 H 0.81 -0.13 3.22  C3 1.094
9 H 1.01 -1.41 2.08  C3 1.097
10 H -1.08 -0.65 1.61  O4 0.950
11 C -1.12 -0.77 -2.15  O12 1.444, H13 1.088, H14 1.084, H15 1.092
12 O -0.92 0.64 -2.38  C11 1.444, H16 0.960
13 H -0.69 -1.35 -2.96  C11 1.088
14 H -0.66 -0.96 -1.18  C11 1.084
15 H -2.19 -0.98 -2.07  C11 1.092
16 H -1.27 0.81 -3.25  O12 0.960

Computed properties:
Energy relative to the best compared isomer or geometry (same formula, charge and spin) (kcal/mol): 38.7
F_max (eV/Å): 1.2
SMILES string: C=C(C)O.CO
Energy (a.u.): -308.83648


Question: What is the formula in the second record?
Answer: C4H10O2